[1]
The following is a quantum chemistry calculation of a 2-piece molecular cluster, C3HNO overall, from the OMol25 dataset.

Geometry (Å):
C (-1.2356, -0.2738, -0.3112)
C (1.3390, 0.4210, 0.8426)
C (-0.9575, -1.3272, -0.9870)
N (-1.2938, 0.6022, 0.5460)
O (1.6648, -0.1329, -0.0995)
H (-0.3705, -1.5857, -1.9301)

Forces on the atoms, in the same order (eV/Å):
C -0.2 3.1 3.1
C 0.9 -0.8 -1.2
C 1.1 -1.7 -2.7
N -0.5 -2.0 -2.2
O -0.3 0.8 1.4
H -1.1 0.5 1.7

**HOMO energy (spin up / spin down)**: -9.96 / -9.98 eV
**Gap between HOMO and LUMO (spin up / spin down)**: 7.679 / 7.651 eV
**Electronic energy**: -6659.4309 eV
**Lowest unoccupied orbital energy (spin up / spin down)**: -2.279 / -2.331 eV

[2]
The following is a quantum chemistry calculation of one molecule with the formula C19H29NO5, from the OMol25 dataset.

Geometry (Å):
C (3.2214, -1.9154, -1.4802)
C (2.1693, -0.9828, -2.0620)
O (1.2582, -0.5164, -1.0660)
C (1.6305, 0.5328, -0.3357)
O (2.6889, 1.0956, -0.4660)
C (0.5865, 0.9383, 0.7035)
C (1.0906, 0.4442, 2.0788)
C (1.6623, -0.9722, 2.0851)
O (0.6671, -1.8860, 1.6825)
C (1.0308, -3.1618, 1.3792)
C (0.0383, -3.9544, 0.7999)
C (0.3048, -5.2614, 0.4503)
C (1.5629, -5.8021, 0.6688)
C (2.5455, -5.0218, 1.2478)
C (2.2897, -3.7075, 1.6061)
C (-0.8081, 0.3904, 0.3888)
C (-1.3970, 1.0280, -0.8665)
N (-1.4637, 2.4704, -0.7093)
C (-2.2559, 3.1427, -1.7325)
C (-3.5001, 3.7640, -1.0722)
O (-3.1275, 4.4833, 0.0819)
C (-4.5436, 2.7057, -0.6789)
O (-5.6526, 3.3105, -0.0663)
C (-0.1255, 3.0133, -0.5491)
C (0.5093, 2.4725, 0.7288)
H (3.8617, -1.3708, -0.7902)
H (2.7464, -2.7412, -0.9546)
H (3.8353, -2.3128, -2.2835)
H (1.5450, -1.5060, -2.7894)
H (2.6507, -0.1184, -2.5324)
H (0.2651, 0.4959, 2.7900)
H (1.8855, 1.1103, 2.4197)
H (2.5263, -1.0267, 1.4108)
H (2.0059, -1.2134, 3.1024)
H (-0.9347, -3.5187, 0.6356)
H (-0.4721, -5.8625, 0.0018)
H (1.7722, -6.8241, 0.3923)
H (3.5277, -5.4334, 1.4281)
H (3.0738, -3.1254, 2.0647)
H (-0.7684, -0.6897, 0.2677)
H (-1.4613, 0.6194, 1.2331)
H (-2.4087, 0.6469, -1.0206)
H (-0.7907, 0.7509, -1.7457)
H (-2.5660, 2.4536, -2.5238)
H (-1.6734, 3.9447, -2.1953)
H (-3.9689, 4.4889, -1.7463)
H (-2.4931, 3.9157, 0.5463)
H (-4.0773, 1.9850, 0.0100)
H (-4.9122, 2.1751, -1.5591)
H (-5.3051, 4.0169, 0.4968)
H (-0.1928, 4.1019, -0.4838)
H (0.5194, 2.7604, -1.4099)
H (1.5139, 2.8855, 0.8288)
H (-0.0862, 2.7821, 1.5892)

Forces on the atoms, in the same order (eV/Å):
C -0.3 0.2 0.0
C 0.5 -0.1 -0.4
O -0.3 -0.2 0.1
C -0.1 0.3 0.1
O 0.1 0.0 0.0
C 0.0 0.1 0.2
C 0.1 -0.5 -0.2
C 0.3 0.4 0.3
O -0.2 -0.2 0.0
C 0.0 -0.2 -0.1
C 0.0 0.2 0.1
C 0.0 0.0 0.0
C 0.1 -0.1 0.0
C 0.0 -0.1 -0.1
C 0.0 0.3 0.2
C 0.0 -0.1 -0.4
C -0.1 -0.2 0.3
N 0.0 0.1 -0.1
C -0.3 0.3 0.2
C -0.2 -0.6 -0.4
O 0.0 0.3 0.3
C 0.4 0.2 -0.1
O -0.3 0.3 0.2
C 0.1 0.1 0.3
C 0.1 0.0 -0.4
H 0.1 0.0 0.1
H 0.0 -0.1 0.0
H 0.1 -0.1 -0.1
H 0.1 0.1 0.1
H -0.2 -0.1 0.0
H 0.0 0.1 0.0
H 0.0 0.0 0.0
H 0.0 -0.1 0.1
H 0.0 0.0 -0.2
H -0.1 0.1 0.0
H -0.1 0.0 0.0
H 0.0 -0.1 0.0
H 0.1 0.0 0.0
H 0.0 0.1 0.0
H -0.1 0.1 0.1
H 0.0 0.0 0.0
H 0.0 0.0 0.0
H -0.1 0.0 0.0
H 0.1 0.0 0.0
H 0.0 -0.1 0.0
H 0.0 -0.1 0.0
H 0.0 -0.1 0.0
H 0.0 0.0 -0.1
H 0.1 0.0 0.0
H 0.0 -0.1 0.0
H 0.0 -0.1 -0.1
H 0.0 0.1 0.0
H 0.0 0.0 0.1
H 0.0 0.0 0.1

**HOMO energy**: -8.73 eV
**Gap between HOMO and LUMO**: 9.463 eV
**SMILES string**: CCOC(=O)C1(CCOc2ccccc2)CCN(C[C@H](O)CO)CC1
**Electronic energy**: -31901.4340 eV
**Lowest unoccupied orbital energy**: 0.733 eV

ΔE to the lowest compared entry with this formula, charge and spin readings, ordered: 82.48 3.15 kcal/mol
F_max readings, ordered: 4.4 0.7 eV/Å